1.
{"formula": "C13H20IN2O3P", "method": "ωB97M-V/def2-TZVPD", "symbols": ["C", "C", "I", "C", "C", "C", "C", "N", "C", "C", "C", "N", "P", "O", "H", "H", "H", "H", "H", "H", "H", "H", "H", "H", "H", "H", "H", "H", "O", "C", "C", "C", "C", "O", "H", "H", "H", "H", "H", "H"], "xyz": [[-1.377, -2.638, -0.175], [-0.226, -2.665, -1.192], [-1.057, -2.417, -3.192], [0.817, -1.564, -1.032], [1.825, -1.734, 0.158], [1.448, -2.791, 1.203], [3.111, -2.161, -0.422], [4.124, -2.493, -0.856], [2.054, -0.345, 0.858], [0.768, 0.220, 1.509], [3.047, -0.487, 1.923], [3.804, -0.637, 2.775], [2.734, 0.949, -0.321], [3.809, 1.760, 0.291], [-1.195, -1.886, 0.587], [-2.342, -2.478, -0.636], [-1.418, -3.594, 0.348], [0.233, -3.645, -1.248], [0.303, -0.605, -0.988], [1.403, -1.542, -1.948], [0.579, -2.460, 1.769], [2.268, -2.950, 1.898], [1.208, -3.748, 0.749], [0.682, -0.093, 2.546], [0.778, 1.307, 1.469], [-0.127, -0.098, 0.984], [1.625, 1.716, -0.684], [3.171, 0.243, -1.456], [-0.717, 1.452, -1.071], [-1.596, 2.240, -0.855], [-2.271, 2.542, 0.469], [-3.531, 3.293, 0.039], [-3.075, 3.937, -1.265], [-2.111, 3.020, -1.819], [-1.598, 3.168, 1.059], [-2.475, 1.623, 1.011], [-3.893, 4.016, 0.766], [-4.333, 2.582, -0.161], [-2.578, 4.896, -1.105], [-3.875, 4.070, -1.987]], "e_above_lowest_kcal_mol": 7.46, "smiles": "C[C@@H](I)C[C@@](C)(C#N)[C@@](C)(C#N)[PH2]=O.O=C1CCCO1"}


2.
{"formula": "C13H20IrN3", "method": "ωB97M-V/def2-TZVPD", "symbols": ["Ir", "C", "C", "C", "C", "C", "H", "H", "H", "H", "H", "N", "C", "C", "C", "N", "H", "H", "H", "H", "H", "H", "H", "H", "H", "H", "C", "C", "C", "N", "C", "C", "H", "H", "H", "H", "H"], "xyz": [[-1.033, 0.285, 0.039], [-0.417, 2.437, 1.769], [-1.293, 2.732, 0.720], [-2.401, 1.824, 0.785], [-2.164, 0.948, 1.904], [-0.962, 1.358, 2.507], [0.493, 2.968, 2.003], [-1.206, 3.550, 0.018], [-3.346, 1.940, 0.278], [-2.877, 0.258, 2.327], [-0.525, 0.922, 3.394], [-1.485, -1.422, -1.132], [-0.457, -1.832, -2.126], [-0.285, -0.818, -3.230], [0.444, 0.418, -2.770], [-0.408, 1.214, -1.856], [-1.646, -2.204, -0.500], [-2.371, -1.255, -1.607], [-0.754, -2.789, -2.558], [0.485, -1.984, -1.597], [-1.259, -0.553, -3.658], [0.292, -1.276, -4.033], [0.736, 1.018, -3.634], [1.358, 0.145, -2.241], [-1.247, 1.499, -2.357], [0.089, 2.067, -1.614], [2.961, -1.397, 2.363], [1.704, -1.925, 2.621], [0.627, -1.480, 1.881], [0.761, -0.557, 0.916], [1.977, -0.056, 0.657], [3.098, -0.448, 1.361], [3.822, -1.722, 2.932], [1.555, -2.673, 3.387], [-0.369, -1.861, 2.065], [2.046, 0.681, -0.132], [4.058, -0.015, 1.117]], "e_above_lowest_kcal_mol": 65.45, "total_charge": 2}


3.
{"formula": "C13H20Li2N2O7", "method": "ωB97M-V/def2-TZVPD", "symbols": ["Li", "Li", "C", "C", "C", "O", "C", "C", "C", "O", "O", "O", "H", "H", "C", "C", "C", "O", "H", "H", "H", "H", "H", "H", "H", "C", "C", "C", "O", "H", "H", "H", "H", "H", "H", "H", "C", "O", "N", "N", "H", "H", "H", "H"], "xyz": [[-12.524, 22.634, 0.844], [-13.712, 23.573, 4.627], [-6.405, 24.208, 0.579], [-5.116, 24.450, 1.062], [-4.530, 23.442, 2.264], [-3.402, 23.672, 2.632], [-5.609, 22.806, 3.037], [-6.873, 22.760, 2.579], [-7.258, 23.430, 1.234], [-8.280, 23.046, 0.529], [-7.713, 22.296, 3.456], [-4.377, 25.311, 0.638], [-6.633, 24.648, -0.381], [-5.329, 22.261, 3.926], [-14.956, 27.289, 0.466], [-15.116, 26.221, 1.602], [-16.297, 25.308, 1.217], [-13.873, 25.585, 1.846], [-15.921, 27.699, 0.170], [-14.480, 26.853, -0.412], [-14.316, 28.131, 0.729], [-15.498, 26.713, 2.496], [-16.294, 24.474, 1.918], [-16.191, 24.903, 0.210], [-17.252, 25.834, 1.196], [-14.345, 17.852, 3.513], [-14.832, 19.228, 3.426], [-16.133, 19.479, 4.255], [-13.820, 20.176, 3.576], [-13.728, 17.615, 2.646], [-15.254, 17.267, 3.375], [-13.815, 17.574, 4.424], [-15.054, 19.298, 2.361], [-16.910, 18.728, 4.110], [-16.588, 20.428, 3.973], [-15.967, 19.357, 5.326], [-15.544, 20.492, -2.469], [-14.668, 21.017, -1.855], [-16.726, 20.970, -2.597], [-15.446, 19.371, -3.103], [-17.295, 20.480, -3.272], [-17.021, 21.885, -2.287], [-16.315, 18.944, -3.392], [-14.503, 19.089, -3.328]], "total_charge": -2, "e_tot_ev": -31521.864}


4.
{"formula": "C13H20NO3", "method": "ωB97M-V/def2-TZVPD", "symbols": ["C", "O", "C", "C", "C", "C", "C", "O", "C", "C", "C", "H", "H", "H", "H", "H", "H", "H", "H", "H", "H", "H", "C", "C", "N", "C", "C", "O", "H", "H", "H", "H", "H", "H", "H", "H", "H"], "xyz": [[3.845, -0.907, 1.422], [3.155, 0.357, 1.379], [1.799, 0.340, 1.457], [1.156, 1.615, 1.471], [-0.209, 1.701, 1.669], [-0.976, 0.517, 1.848], [-2.356, 0.626, 2.190], [-3.131, -0.393, 1.954], [-4.521, -0.251, 1.610], [-0.348, -0.757, 1.741], [1.019, -0.846, 1.534], [4.892, -0.620, 1.424], [3.601, -1.471, 2.334], [3.617, -1.513, 0.534], [1.773, 2.501, 1.293], [-0.733, 2.662, 1.741], [-2.780, 1.588, 2.514], [-4.874, -1.285, 1.568], [-5.068, 0.328, 2.376], [-4.587, 0.233, 0.620], [-0.949, -1.661, 1.868], [1.495, -1.820, 1.405], [-1.706, 1.016, 6.903], [-1.507, 1.050, 5.392], [-2.558, 0.362, 4.676], [-3.853, 0.014, 5.218], [-3.873, 0.041, 6.741], [-3.095, 1.137, 7.230], [-1.279, 0.054, 7.256], [-1.213, 1.862, 7.409], [-1.488, 2.093, 5.044], [-0.549, 0.594, 5.113], [-2.194, -0.375, 4.057], [-4.585, 0.728, 4.821], [-4.110, -0.980, 4.836], [-4.889, 0.199, 7.139], [-3.474, -0.942, 7.078]], "e_above_lowest_kcal_mol": 67.22, "total_charge": 1}


5.
{"formula": "C13H20NO3", "method": "ωB97M-V/def2-TZVPD", "symbols": ["C", "O", "C", "C", "C", "C", "C", "C", "O", "O", "C", "C", "C", "N", "C", "C", "C", "H", "H", "H", "H", "H", "H", "H", "H", "H", "H", "H", "H", "H", "H", "H", "H", "H", "H", "H", "H"], "xyz": [[-2.291, -0.826, -4.859], [-1.473, -0.977, -3.717], [-1.357, 0.049, -2.852], [-2.009, 1.278, -2.966], [-1.816, 2.264, -2.010], [-0.982, 2.058, -0.931], [-0.323, 0.831, -0.808], [0.591, 0.557, 0.302], [1.245, -0.481, 0.389], [0.597, 1.508, 1.228], [1.604, 1.688, 2.227], [2.203, 0.463, 2.926], [1.162, -0.501, 3.512], [1.014, -1.707, 2.661], [-0.319, -2.311, 2.768], [2.062, -2.700, 2.928], [-0.512, -0.164, -1.763], [-1.939, -0.012, -5.497], [-3.335, -0.654, -4.582], [-2.212, -1.767, -5.400], [-2.666, 1.477, -3.797], [-2.328, 3.208, -2.119], [-0.830, 2.830, -0.194], [2.422, 2.252, 1.763], [1.113, 2.333, 2.960], [2.828, 0.861, 3.726], [2.860, -0.066, 2.236], [0.195, 0.003, 3.574], [1.444, -0.818, 4.518], [1.147, -1.340, 1.660], [-0.511, -2.624, 3.794], [-0.383, -3.181, 2.117], [-1.083, -1.598, 2.464], [1.928, -3.129, 3.921], [3.046, -2.239, 2.873], [2.013, -3.497, 2.189], [0.003, -1.108, -1.677]], "e_above_lowest_kcal_mol": 0.00, "total_charge": 1, "smiles": "COc1cccc(C(=O)OCCC[NH+](C)C)c1"}


6.
{"formula": "C13H20OS", "method": "ωB97M-V/def2-TZVPD", "symbols": ["C", "C", "C", "C", "C", "C", "H", "H", "S", "O", "C", "C", "C", "C", "C", "C", "C", "H", "H", "H", "H", "H", "H", "H", "H", "H", "H", "H", "H", "H", "H", "H", "H", "H", "H"], "xyz": [[4.114, 0.560, -1.554], [3.879, 1.240, -0.209], [3.841, 0.256, 0.970], [2.430, -0.096, 1.445], [1.605, -0.857, 0.408], [0.238, -1.221, 0.955], [-0.343, -0.345, 1.239], [0.321, -1.881, 1.819], [-0.751, -2.192, -0.274], [-2.006, -2.504, 0.410], [-1.151, -0.789, -1.466], [-1.616, 0.434, -0.768], [-0.831, 1.582, -0.724], [-1.258, 2.698, -0.028], [-2.470, 2.678, 0.642], [-3.257, 1.538, 0.605], [-2.837, 0.424, -0.098], [-3.443, -0.469, -0.116], [-4.202, 1.518, 1.127], [-2.800, 3.548, 1.189], [-0.642, 3.586, -0.006], [0.114, 1.607, -1.249], [-1.930, -1.219, -2.095], [-0.251, -0.627, -2.055], [2.133, -1.768, 0.116], [1.484, -0.234, -0.477], [2.508, -0.705, 2.349], [1.901, 0.823, 1.713], [4.372, 0.694, 1.818], [4.367, -0.660, 0.696], [4.683, 1.960, -0.050], [2.945, 1.805, -0.240], [5.078, 0.055, -1.558], [3.345, -0.178, -1.768], [4.114, 1.297, -2.355]], "e_above_lowest_kcal_mol": 1.42}